1.
DFT (ωB97M-V/def2-TZVPD) results for a structure of composition C8H27F8N2O18S4Y.

Summary:
⟨S²⟩   0.754
Total energy   -4214.47703 Ha

The geometry in ORCA input format:
```
! wB97M-V def2-TZVPD RIJCOSX def2/J DEFGRID3
* xyz 1 2
O 2.849 0.003 3.989
H -1.047 -4.627 -0.739
H -3.142 -2.620 -2.557
H -2.235 -6.391 0.930
H -4.714 -6.325 1.913
S 2.509 3.747 2.496
N -1.891 -3.066 0.194
H -1.491 2.971 -2.752
H -0.026 -5.518 1.466
H -5.194 -4.657 2.286
H -3.198 -5.571 -0.132
O -0.772 -0.613 3.939
O 3.651 4.663 2.189
H -1.576 4.837 0.405
O 1.701 3.412 1.313
O -0.830 4.326 0.720
H -1.600 -0.324 3.556
H 0.590 -4.050 0.706
C -2.375 -0.633 -4.783
H -1.488 -0.883 -3.147
O -1.304 2.988 -1.813
S 0.081 0.440 0.751
O -2.976 -2.667 -3.501
O -1.381 -0.282 -3.888
F 0.137 4.278 3.558
F 2.212 0.800 -2.308
H -1.142 -2.416 0.002
H -2.745 0.282 -5.245
C -4.387 -5.386 2.361
O 0.636 -0.903 -1.674
C -2.505 -5.364 0.683
H -2.271 -2.917 1.118
C -1.359 -4.381 0.276
F 4.723 0.867 -2.199
O -1.112 -0.315 0.404
F 5.530 1.081 -0.181
H 2.302 3.561 -3.609
C -0.249 -4.471 1.259
O 2.792 2.575 3.321
H 2.906 0.756 3.401
F 6.720 1.539 -1.796
O 0.982 -0.033 1.763
S 4.649 3.310 -1.280
H 1.005 2.781 -3.644
O -3.111 -4.839 1.964
H -4.265 -1.597 -4.794
H -2.087 2.619 -1.405
Y 0.922 3.600 -0.790
H -1.910 -1.318 -5.491
O 1.554 3.311 -3.066
C -3.460 -1.416 -4.082
F -0.666 1.715 1.290
O 5.100 4.030 -0.077
H -3.717 -0.903 -3.155
H 1.942 -0.293 3.913
H -1.050 4.115 1.628
F 1.181 5.998 2.842
C 5.481 1.585 -1.422
H -0.450 -4.095 2.262
H -4.276 -5.445 3.443
F 1.964 5.119 4.678
N 0.852 1.379 -0.516
O 4.893 3.865 -2.604
O 2.668 -0.379 -0.314
C 1.330 4.872 3.503
S 1.482 0.063 -0.959
O 3.164 3.097 -1.105
H -0.504 0.111 4.506
*
```

2.
DFT (ωB97M-V/def2-TZVPD) results for the molecule C5H5N5O.

Summary:
Energy relative to the best compared isomer or geometry (same formula, charge and spin)   70.7 kcal per mole
SMILES   COc1[nH]nc2nncnc12

The geometry in ORCA input format:
```
! wB97M-V def2-TZVPD RIJCOSX def2/J DEFGRID3
* xyz 0 1
N 0.795 2.372 0.027
C -0.811 0.733 0.007
N -0.538 2.079 -0.016
C 0.393 0.063 -0.031
H -1.187 2.831 0.096
H 2.600 -2.261 0.015
H -1.827 -1.615 -0.847
C 1.334 1.170 -0.042
H -1.798 -1.483 0.920
N 0.859 -1.158 -0.035
O -2.079 0.289 -0.075
C 2.165 -1.281 0.045
H -3.342 -1.258 0.013
N 2.641 0.921 -0.053
C -2.253 -1.106 0.004
N 3.049 -0.297 -0.029
*
```

no.,maximum force (eV Å⁻¹)
1,12.7
2,3.3